Entry 1:
This record from the OMol25 dataset describes 2 unconnected molecules or ions with the total composition C4H5NO at a distorted geometry. The level of theory is the ωB97M-V functional and the def2-TZVPD basis.

Cartesian coordinates (Å):
O -1.8493 1.7937 0.4696
C -1.1491 1.3133 1.2266
C -0.7018 -0.7209 -0.4338
N 0.6644 -1.2333 -0.3868
C 1.2978 0.1024 -0.3866
C 0.2941 -0.2402 0.6113
H -1.4935 -1.4335 -0.1911
H -0.9611 -0.1247 -1.3309
H 1.0381 0.8249 -1.1616
H 2.3411 0.0568 -0.0940
H 0.5193 -0.3385 1.6773

Spin multiplicity: 1
E_LUMO in eV: 1.04
E_HOMO in eV: -9.7527
ΔE to the lowest compared entry with this formula, charge and spin in kcal/mol: 82.9
Charge: 0

Atomic partial charges in e from the Mulliken method, atoms 1 to 5: O -0.19; C 0.09; C -0.44; N -0.46; C -0.23

=====

Entry 2:
This record from the OMol25 dataset describes a molecular structure, C18H32CaF2NO19S2 at a distorted geometry. The level of theory is the ωB97M-V functional and the def2-TZVPD basis.

Cartesian coordinates (Å):
Ca -0.5483 0.4486 0.5897
N -0.8969 1.4878 2.5353
S -1.1225 1.2199 4.0048
O -2.4418 1.1851 4.6065
O -0.0089 1.5663 4.8785
F -0.9569 -0.3752 3.9037
S -0.8148 3.2107 2.8043
O 0.5255 3.7904 3.0924
O -2.0327 3.9095 3.2195
F -0.9961 3.4389 1.1956
C 4.4484 -1.8606 1.2701
C 3.5622 -3.0923 1.0940
O 2.3021 -2.5441 1.2168
C 2.2786 -1.3028 1.5349
O 1.2771 -0.6919 1.7652
O 3.4982 -0.8202 1.4440
H 5.0064 -1.7241 0.3438
H 5.1455 -1.9982 2.0967
H 3.6156 -3.8873 1.8378
H 3.7887 -3.4614 0.0937
C 5.4940 2.4340 -1.8743
C 4.6748 2.4374 -0.6710
C 3.7554 3.6474 -0.5718
O 2.4986 3.0460 -0.5844
C 2.5223 1.7289 -0.5919
O 1.5121 1.0654 -0.4717
O 3.7707 1.3319 -0.7507
H 6.1599 3.2904 -1.7685
H 4.9669 2.4429 -2.8284
H 5.9757 1.4564 -1.8900
H 5.2403 2.4295 0.2608
H 3.8865 4.2452 -1.4738
H 4.0360 4.2020 0.3236
C 1.9696 -3.6859 -2.4451
O 1.5065 -2.5035 -1.8191
C 0.1991 -2.2788 -1.4931
O -0.1731 -1.3182 -0.8259
O -0.6399 -3.0833 -2.2250
C -2.1061 -2.9486 -2.0733
H 3.0309 -3.6053 -2.6806
H 1.4773 -3.7496 -3.4155
H 1.7036 -4.6090 -1.9302
H -2.3109 -2.6470 -1.0461
H -2.5823 -3.9167 -2.2287
H -2.5778 -2.1883 -2.6958
C -3.7623 -3.6498 4.2604
C -3.5580 -3.8260 2.7708
O -2.7227 -2.8992 2.1892
C -3.0145 -1.5492 1.9217
O -2.3877 -0.8310 1.1785
O -4.1572 -1.1289 2.6102
C -4.8266 0.1093 2.3052
H -4.3763 -4.4440 4.6850
H -4.2575 -2.6816 4.3339
H -2.8491 -3.4359 4.8158
H -4.4583 -3.8536 2.1571
H -3.0604 -4.7886 2.6534
H -5.8723 0.0417 2.0051
H -4.1945 0.8155 1.7667
H -4.9913 0.5463 3.2901
C 0.4043 1.2676 -4.2509
C -1.1451 1.2014 -4.0319
O -1.7307 2.3442 -3.3341
C -2.0132 2.2478 -2.0354
O -1.5757 1.4146 -1.2346
O -2.7122 3.2608 -1.6415
C -2.9003 4.4714 -2.4368
H 0.6636 2.1734 -4.7990
H 0.6286 0.4296 -4.9108
H 1.0891 1.1548 -3.4104
H -1.5429 0.2829 -3.6004
H -1.5973 1.3298 -5.0153
H -3.3208 4.1040 -3.3730
H -1.9424 4.9098 -2.7169
H -3.4359 5.2604 -1.9089

Spin multiplicity: 2
<S²>: 0.764
E_LUMO (alpha / beta) in eV: -7.16 / -11.53
E_HOMO (alpha / beta) in eV: -15.8098 / -15.8096
Charge: +2

Atomic partial charges in e from the Mulliken method, atoms 1 to 5: Ca 3.52; N -0.16; S 0.87; O -0.34; O -0.36

=====

Entry 3:
This record from the OMol25 dataset describes a single C19H25NO molecule. The level of theory is the ωB97M-V functional and the def2-TZVPD basis.

Cartesian coordinates (Å):
C 0.6448 1.8574 1.9910
C 0.6852 1.6881 0.4764
C 1.4874 2.8051 -0.1908
C 1.4967 2.6233 -1.7086
C 2.2425 3.7601 -2.3998
C 0.0436 2.5547 -2.2089
N -0.7955 1.5847 -1.5433
C -0.9351 0.2784 -2.1221
C 0.2248 -0.7375 -1.9777
O 0.3576 -1.2673 -0.6767
C -0.5614 -2.1534 -0.2043
C -1.5582 -2.7404 -0.9468
C -2.4444 -3.6524 -0.3554
C -2.3482 -3.9745 0.9669
C -1.3369 -3.3974 1.7636
C -1.2016 -3.7054 3.1332
C -0.2142 -3.1373 3.8885
C 0.6898 -2.2382 3.3054
C 0.5879 -1.9209 1.9790
C -0.4261 -2.4822 1.1787
C -0.7376 1.6869 -0.1018
H 0.1658 2.7979 2.2570
H 1.6523 1.8584 2.4018
H 0.0867 1.0442 2.4505
H 1.1573 0.7308 0.2415
H 2.5116 2.8114 0.1909
H 1.0336 3.7700 0.0522
H 2.0061 1.6826 -1.9436
H 2.2503 3.6152 -3.4781
H 1.7641 4.7137 -2.1858
H 3.2720 3.8076 -2.0514
H 0.0250 2.3538 -3.2825
H -0.4135 3.5398 -2.0432
H -1.8311 -0.1711 -1.6807
H -1.1169 0.4126 -3.1930
H 0.0933 -1.5435 -2.7107
H 1.1818 -0.2509 -2.1776
H -1.6807 -2.5179 -1.9953
H -3.2139 -4.0948 -0.9712
H -3.0381 -4.6712 1.4193
H -1.8982 -4.4039 3.5749
H -0.1218 -3.3795 4.9374
H 1.4688 -1.7987 3.9111
H 1.2854 -1.2373 1.5225
H -1.3163 0.8679 0.3302
H -1.2249 2.6310 0.1772

Spin multiplicity: 1
E_LUMO in eV: 0.79
E_HOMO in eV: -7.7110
Structure (SMILES): C[C@@H]1C[C@H](C)CN(CCOc2cccc3ccccc23)C1
ΔE to the lowest compared entry with this formula, charge and spin in kcal/mol: 0.0
Charge: 0

Atomic partial charges in e from the Mulliken method, atoms 1 to 5: C -2.04; C 1.84; C -1.60; C 1.48; C -1.82

=====

Entry 4:
This record from the OMol25 dataset describes 2 unconnected molecules or ions with the total composition CCl4OS at a distorted geometry. The level of theory is the ωB97M-V functional and the def2-TZVPD basis.

Cartesian coordinates (Å):
C 0.9710 0.2258 0.0625
O -1.4206 -1.7175 -0.0780
S -1.3852 -0.4740 0.6417
Cl 1.4013 -0.9783 -1.0927
Cl 0.8533 1.8346 -0.5775
Cl 1.8699 0.1520 1.5481
Cl -2.2897 0.9575 -0.5041

Spin multiplicity: 1
E_LUMO (alpha / beta) in eV: -1.38 / -1.38
E_HOMO (alpha / beta) in eV: -9.0830 / -9.1007
ΔE to the lowest compared entry with this formula, charge and spin in kcal/mol: 36.3
Charge: 0

Atomic partial charges in e from the Mulliken method, atoms 1 to 5: C 0.20; O -0.39; S 0.58; Cl -0.06; Cl -0.09

=====

Entry 5:
This record from the OMol25 dataset describes a single C3H7NO2S molecule at a distorted geometry. The level of theory is the ωB97M-V functional and the def2-TZVPD basis.

Cartesian coordinates (Å):
C 1.2210 1.9029 0.4590
O 0.2898 1.0302 -0.2234
C 0.4978 -0.2921 -0.1299
N 1.4503 -0.7340 0.5738
O 1.5214 -2.0541 0.9082
S -0.5587 -1.3726 -1.1363
C -2.1825 -0.6815 -0.7276
H 2.2784 1.6642 0.2190
H 1.0901 1.8930 1.5218
H 0.9215 2.9028 0.1322
H 0.9389 -2.5915 0.2993
H -2.3384 -0.8129 0.3287
H -2.9436 -1.2454 -1.2710
H -2.1858 0.3908 -0.9540

Spin multiplicity: 1
E_LUMO in eV: 0.63
E_HOMO in eV: -8.9724
Structure (SMILES): CO/C(=N/O)SC
ΔE to the lowest compared entry with this formula, charge and spin in kcal/mol: 74.1
Charge: 0

Atomic partial charges in e from the Mulliken method, atoms 1 to 5: C -0.67; O -0.32; C 0.64; N -0.38; O -0.33

=====

Entry 6:
This record from the OMol25 dataset describes a single C5H9N molecule at a distorted geometry. The level of theory is the ωB97M-V functional and the def2-TZVPD basis.

Cartesian coordinates (Å):
C 1.1153 0.9527 1.3398
C -0.1515 0.6922 0.5158
C -0.2388 -0.6649 -0.2030
C -1.4072 -0.7477 -1.2001
C 1.0397 -0.8950 -0.8921
N 2.0789 -0.9730 -1.3947
H 1.2630 0.1983 2.1218
H 2.0172 0.9856 0.7132
H 0.9915 1.9186 1.8312
H -1.0075 0.7799 1.1938
H -0.2348 1.5071 -0.2183
H -0.3560 -1.4709 0.5355
H -2.3476 -0.5845 -0.6658
H -1.3032 0.0214 -1.9718
H -1.4590 -1.7198 -1.7053

Spin multiplicity: 1
E_LUMO in eV: 0.94
E_HOMO in eV: -11.4493
Structure (SMILES): CC[C@@H](C)C#N
ΔE to the lowest compared entry with this formula, charge and spin in kcal/mol: 2.0
Charge: 0

Atomic partial charges in e from the Mulliken method, atoms 1 to 5: C -1.25; C -0.58; C 0.67; C -1.43; C 0.11